(1)
The following is a quantum chemistry calculation of a structure of composition C34H37CoF6N4O9P2S2, from the Open Molecules 2025 dataset.

Results
Net charge: +1
Molecular weight: 944.692 g mol⁻¹
E_tot: -5674.934688 a.u.
HOMO level (alpha / beta): -11.313 / -11.166 eV
Orbital gap (alpha / beta): 8.38 / 8.91 eV
Spin multiplicity: 2

CARTESIAN COORDINATES (ANGSTROEM)
Co: -0.35 0.23 -0.74
O: -1.94 -3.04 1.73
C: -1.63 -2.13 0.82
O: -0.54 -1.61 0.73
C: -2.78 -1.79 -0.08
O: -2.39 -0.71 -0.89
C: -2.78 -0.77 -2.27
C: -1.80 0.00 -3.14
O: -2.04 0.09 -4.32
O: -0.75 0.50 -2.55
H: -1.15 -3.25 2.25
H: -3.65 -1.53 0.53
H: -3.02 -2.68 -0.67
H: -3.78 -0.34 -2.39
H: -2.78 -1.81 -2.61
N: -0.86 2.29 1.43
P: -1.20 2.26 -0.22
C: -0.45 3.73 -0.96
C: -1.14 4.92 -1.15
C: -0.49 6.03 -1.67
C: 0.85 5.96 -2.00
C: 1.55 4.77 -1.82
C: 0.90 3.66 -1.31
C: -2.97 2.48 -0.44
C: -3.44 2.54 -1.76
C: -4.80 2.63 -2.00
C: -5.70 2.66 -0.93
C: -5.23 2.61 0.37
C: -3.87 2.52 0.62
P: 0.27 1.06 1.79
C: 1.69 1.91 2.54
C: 2.80 2.17 1.74
C: 3.89 2.87 2.24
C: 3.87 3.33 3.55
C: 2.77 3.08 4.35
C: 1.68 2.37 3.86
C: -0.45 0.16 3.19
C: -1.83 0.14 3.39
C: -2.39 -0.68 4.36
C: -1.57 -1.49 5.14
C: -0.20 -1.48 4.94
C: 0.36 -0.67 3.97
H: -1.04 3.08 2.04
H: -2.20 4.99 -0.90
H: -1.03 6.96 -1.81
H: 1.36 6.83 -2.40
H: 2.60 4.72 -2.08
H: 1.44 2.73 -1.17
H: -2.75 2.51 -2.59
H: -5.17 2.67 -3.01
H: -6.76 2.73 -1.12
H: -5.92 2.65 1.20
H: -3.50 2.48 1.64
H: 2.82 1.82 0.71
H: 4.75 3.07 1.61
H: 4.71 3.88 3.94
H: 2.75 3.43 5.38
H: 0.83 2.17 4.49
H: -2.47 0.76 2.77
H: -3.46 -0.68 4.52
H: -2.01 -2.12 5.90
H: 0.44 -2.11 5.55
H: 1.44 -0.66 3.82
N: 3.52 -2.29 -2.12
C: 3.20 -1.18 -3.06
C: 1.85 -0.60 -2.68
N: 1.77 -0.19 -1.27
C: 2.30 -1.18 -0.32
C: 3.64 -1.76 -0.73
H: 4.36 -2.81 -2.38
H: 2.74 -3.00 -2.11
H: 3.16 -1.58 -4.08
H: 4.01 -0.46 -3.00
H: 1.08 -1.35 -2.85
H: 1.60 0.25 -3.31
H: 2.27 0.69 -1.15
H: 1.57 -1.99 -0.25
H: 2.37 -0.73 0.66
H: 3.91 -2.59 -0.08
H: 4.44 -1.02 -0.73
F: -0.44 -6.18 -3.16
C: -0.63 -4.88 -3.26
F: -1.92 -4.62 -3.47
F: 0.08 -4.41 -4.28
S: -0.13 -4.00 -1.72
O: -0.40 -2.62 -2.03
O: -0.84 -4.61 -0.64
N: 1.45 -4.14 -1.63
S: 2.27 -5.34 -0.95
O: 1.84 -6.65 -1.32
O: 3.64 -4.94 -1.08
C: 1.96 -5.21 0.88
F: 1.88 -3.91 1.24
F: 3.01 -5.74 1.50
F: 0.87 -5.83 1.27

(2)
The following is a quantum chemistry calculation of a structure of composition C34H38ClN5O5Si3W, from the Open Molecules 2025 dataset.

Results
Relative energy (zero: lowest compared OMol25 entry of this formula, charge and spin): 4.8 kcal per mole
Molecular weight: 900.259 g mol⁻¹
E_tot: -3364.287026 a.u.
HOMO level (alpha / beta): -6.202 / -8.205 eV
Orbital gap (alpha / beta): 5.24 / 7.28 eV
Spin multiplicity: 3

CARTESIAN COORDINATES (ANGSTROEM)
W: -0.10 0.09 0.36
O: 0.89 -3.38 -1.50
C: 0.52 -2.59 -0.67
O: -0.21 -1.52 -0.89
C: 0.73 -2.81 0.80
C: 1.45 -3.90 1.30
C: 1.49 -4.08 2.65
C: 0.74 -3.22 3.48
C: 0.66 -3.41 4.88
C: -0.12 -2.60 5.65
C: -0.87 -1.56 5.05
C: -0.80 -1.33 3.70
C: 0.03 -2.15 2.89
N: 0.11 -1.93 1.54
H: 1.96 -4.55 0.59
H: 2.06 -4.88 3.09
H: 1.21 -4.23 5.33
H: -0.19 -2.75 6.72
H: -1.50 -0.94 5.66
H: -1.36 -0.54 3.24
C: -1.04 0.75 -4.79
Si: -0.59 -0.32 -3.30
C: 1.16 -0.96 -3.52
C: -1.73 -1.79 -3.54
C: -0.74 0.91 -1.80
Si: -3.38 -0.92 -0.16
C: -3.94 2.09 0.20
C: -5.12 -0.89 0.53
C: -2.94 -2.73 -0.13
Si: 0.34 2.38 -2.26
C: 1.92 2.04 -3.19
C: -0.56 3.77 -3.16
C: 0.93 3.05 -0.60
C: 1.55 4.29 -0.49
C: 1.71 4.89 0.75
C: 1.20 4.22 1.85
C: 0.64 2.97 1.68
N: 0.55 2.37 0.49
H: -1.06 0.13 -5.68
H: -0.37 1.59 -4.99
H: -2.05 1.16 -4.66
H: 1.12 -2.05 -3.63
H: 1.79 -0.75 -2.66
H: 1.64 -0.55 -4.41
H: -1.41 -2.25 -4.48
H: -2.77 -1.50 -3.64
H: -1.64 -2.54 -2.76
H: -4.52 2.08 -0.72
H: -4.09 3.03 0.72
H: -4.29 1.30 0.86
H: -5.73 -0.06 0.18
H: -5.12 -0.89 1.62
H: -5.61 -1.82 0.21
H: -2.05 -2.96 -0.70
H: -3.77 -3.30 -0.54
H: -2.80 -3.05 0.90
H: 1.78 1.68 -4.21
H: 2.55 1.34 -2.64
H: 2.45 2.99 -3.24
H: -0.35 3.73 -4.23
H: -0.24 4.74 -2.77
H: -1.64 3.71 -3.03
H: 1.86 4.80 -1.39
H: 2.18 5.86 0.85
H: 1.23 4.66 2.84
H: 0.24 2.43 2.53
Cl: 6.64 -1.77 2.45
C: 5.18 -1.22 1.66
C: 5.10 -1.29 0.27
C: 3.94 -0.85 -0.35
C: 2.87 -0.34 0.38
O: 1.78 0.09 -0.28
C: 2.95 -0.28 1.80
C: 1.89 0.17 2.60
O: 0.66 0.44 2.17
C: 4.15 -0.73 2.42
H: 5.92 -1.68 -0.31
H: 3.84 -0.89 -1.43
H: 2.01 0.24 3.68
H: 4.23 -0.69 3.50
O: -2.17 -0.23 0.97
N: -1.78 1.16 1.02
C: -2.44 1.89 -0.10
C: -2.11 0.97 -1.31
N: -2.97 0.01 -1.49
C: -1.94 3.27 -0.19
N: -1.73 4.40 -0.26

(3)
The following is a quantum chemistry calculation of a structure of composition C34H38Ge2MgN4O2, from the Open Molecules 2025 dataset.

Results
Relative energy (zero: lowest compared OMol25 entry of this formula, charge and spin): 0.0 kcal per mole
Molecular weight: 704.229 g mol⁻¹
E_tot: -6041.848958 a.u.
HOMO level (alpha / beta): -6.742 / -6.754 eV
Orbital gap (alpha / beta): 5.73 / 5.53 eV

CARTESIAN COORDINATES (ANGSTROEM)
Mg: 0.21 1.75 0.66
O: -3.62 3.30 0.97
C: -2.43 3.02 0.80
N: -1.82 1.85 0.70
C: -2.50 0.62 0.69
C: -3.87 0.45 0.47
C: -4.41 -0.82 0.31
C: -3.59 -1.93 0.35
C: -2.23 -1.78 0.59
C: -1.67 -0.52 0.80
N: -0.29 -0.29 1.07
C: 2.05 -1.21 0.87
O: 2.68 -2.16 1.27
C: 2.86 0.02 0.46
C: 4.21 -0.19 0.24
C: 5.02 0.84 -0.18
C: 4.44 2.08 -0.39
C: 3.09 2.22 -0.15
N: 2.30 1.23 0.27
C: -1.45 4.19 0.70
C: -1.96 5.48 0.78
C: -1.11 6.55 0.69
C: 0.25 6.31 0.53
C: 0.68 5.01 0.47
N: -0.14 3.95 0.54
H: -4.50 1.33 0.42
H: -5.47 -0.93 0.14
H: -3.99 -2.92 0.20
H: -1.61 -2.66 0.63
H: 4.60 -1.19 0.42
H: 6.07 0.68 -0.36
H: 5.02 2.93 -0.74
H: 2.60 3.17 -0.33
H: -3.03 5.58 0.91
H: -1.49 7.57 0.74
H: 0.96 7.12 0.46
H: 1.74 4.81 0.38
C: -2.36 -0.87 4.20
C: -1.65 0.45 3.91
Ge: 0.15 0.56 3.04
C: 1.28 -0.84 3.91
C: 0.81 -2.29 3.99
C: 0.56 -1.36 0.58
C: 0.48 -1.51 -0.93
Ge: 0.10 0.16 -1.91
C: 1.52 0.73 -3.18
C: 1.90 -0.18 -4.35
C: -1.72 0.34 -2.65
C: -2.19 -0.82 -3.53
C: 0.72 -2.77 -1.56
C: 0.50 -2.93 -2.95
C: 0.69 -4.14 -3.58
C: 1.11 -5.25 -2.86
C: 1.33 -5.13 -1.49
C: 1.14 -3.92 -0.85
H: -3.40 -0.69 4.50
H: -1.88 -1.42 5.01
H: -2.39 -1.51 3.32
H: -1.48 1.00 4.85
H: -2.29 1.10 3.31
H: 1.40 -0.43 4.92
H: 2.29 -0.79 3.49
H: -0.09 -2.38 4.59
H: 1.58 -2.94 4.43
H: 0.59 -2.70 3.01
H: 0.31 -2.32 1.05
H: 2.41 0.93 -2.57
H: 1.18 1.69 -3.56
H: 2.30 -1.14 -4.01
H: 2.66 0.29 -4.98
H: 1.04 -0.40 -4.99
H: -1.74 1.28 -3.20
H: -2.40 0.45 -1.80
H: -1.56 -0.95 -4.42
H: -3.21 -0.65 -3.88
H: -2.19 -1.76 -2.98
H: 0.15 -2.08 -3.52
H: 0.51 -4.22 -4.65
H: 1.25 -6.20 -3.35
H: 1.65 -5.99 -0.92
H: 1.34 -3.86 0.21

(4)
The following is a quantum chemistry calculation of a structure of composition C34H38N11O2S4Y, from the Open Molecules 2025 dataset.

Results
Relative energy (zero: lowest compared OMol25 entry of this formula, charge and spin): 6.1 kcal per mole
Net charge: -2
Molecular weight: 849.927 g mol⁻¹
E_tot: -3702.524804 a.u.
HOMO level: -1.687 eV
Orbital gap: 5.53 eV

CARTESIAN COORDINATES (ANGSTROEM)
Y: -0.63 0.16 0.13
C: 3.31 -4.91 3.18
C: 2.78 -3.54 2.91
C: 3.59 -2.51 2.43
C: 3.08 -1.26 2.16
C: 1.71 -0.95 2.34
N: 1.21 0.28 2.01
C: 1.86 1.35 2.54
C: 2.48 1.20 3.80
C: 3.14 2.20 4.45
C: 3.19 3.48 3.90
C: 3.90 4.60 4.60
C: 2.54 3.68 2.70
C: 1.91 2.66 1.99
N: 1.38 3.02 0.73
C: 1.86 4.01 -0.05
C: 1.04 4.12 -1.14
C: 0.06 3.15 -0.95
N: 0.28 2.49 0.19
C: 0.92 -1.99 2.87
C: 1.44 -3.25 3.13
N: -0.41 -1.75 3.28
C: -0.95 -2.12 4.45
C: -2.25 -1.66 4.46
C: -2.40 -1.00 3.24
N: -1.28 -1.07 2.53
H: 4.34 -4.87 3.52
H: 3.29 -5.51 2.26
H: 2.72 -5.43 3.93
H: 4.64 -2.70 2.28
H: 3.72 -0.48 1.78
H: 2.42 0.22 4.27
H: 3.62 2.01 5.40
H: 4.65 4.21 5.29
H: 3.19 5.20 5.18
H: 4.39 5.26 3.88
H: 2.53 4.68 2.28
H: 2.78 4.52 0.16
H: 1.15 4.78 -1.97
H: -0.79 2.90 -1.57
H: 0.78 -4.02 3.52
H: -0.38 -2.65 5.19
H: -2.97 -1.77 5.24
H: -3.24 -0.49 2.82
N: 1.42 -0.39 -1.35
C: 2.40 -1.45 -1.09
C: 2.06 -2.80 -1.72
C: 1.03 -3.66 -0.99
C: -0.44 -3.31 -1.27
N: -1.04 -2.52 -0.20
H: 1.12 -0.48 -2.33
H: 1.96 0.49 -1.30
H: 2.52 -1.56 -0.01
H: 3.38 -1.15 -1.50
H: 2.99 -3.37 -1.74
H: 1.74 -2.63 -2.74
H: 1.21 -3.61 0.09
H: 1.19 -4.70 -1.31
H: -1.00 -4.26 -1.41
H: -0.51 -2.74 -2.20
H: -0.99 -3.03 0.68
H: -2.03 -2.37 -0.40
S: -3.00 0.80 0.43
S: 4.06 1.55 -0.70
C: 4.14 2.84 -1.69
N: 4.20 3.79 -2.35
N: 0.56 -7.72 -5.26
C: 0.60 -6.33 -5.23
C: 1.76 -5.66 -4.84
C: 1.82 -4.29 -4.90
C: 0.74 -3.56 -5.35
C: -0.42 -4.20 -5.74
C: -0.49 -5.58 -5.68
S: 0.89 -1.76 -5.42
O: 2.31 -1.50 -5.45
O: 0.12 -1.32 -6.57
N: 0.33 -1.23 -4.01
C: -0.93 -0.91 -3.83
S: -2.18 -1.18 -5.08
C: -3.35 -0.54 -3.97
C: -2.76 -0.18 -2.81
N: -1.42 -0.40 -2.72
H: 1.21 -8.16 -4.62
H: -0.36 -8.12 -5.19
H: 2.61 -6.24 -4.49
H: 2.72 -3.75 -4.62
H: -1.24 -3.62 -6.11
H: -1.39 -6.10 -5.99
H: -4.38 -0.44 -4.26
H: -3.26 0.25 -1.95

(5)
The following is a quantum chemistry calculation of a cluster of 2 separate species, C34H38N3O2S in total, from the Open Molecules 2025 dataset.

Results
Relative energy (zero: lowest compared OMol25 entry of this formula, charge and spin): 126.8 kcal per mole
Net charge: +1
Molecular weight: 552.764 g mol⁻¹
E_tot: -2030.892217 a.u.
HOMO level: -8.894 eV
Orbital gap: 4.40 eV

CARTESIAN COORDINATES (ANGSTROEM)
C: -6.35 -0.40 3.98
N: -5.43 0.69 4.25
C: -6.09 1.97 4.41
C: -4.08 0.55 4.23
C: -3.22 1.63 4.56
C: -1.85 1.53 4.38
C: -1.26 0.31 3.97
C: 0.16 0.20 3.68
C: 0.90 1.35 3.32
C: 2.28 1.40 3.19
C: 3.09 2.55 3.50
C: 4.48 2.37 3.72
C: 5.29 3.44 4.07
C: 4.75 4.73 4.15
C: 3.38 4.93 3.94
C: 2.54 3.85 3.63
C: 0.81 -1.10 3.81
C: 1.71 -1.58 2.83
C: 2.27 -2.85 2.95
C: 1.94 -3.70 4.04
N: 2.43 -4.97 4.09
C: 2.36 -5.79 5.28
C: 3.07 -5.60 2.95
C: 1.08 -3.19 5.05
C: 0.52 -1.94 4.92
C: -2.11 -0.81 3.79
C: -3.49 -0.69 3.85
H: -5.91 -1.37 4.24
H: -7.25 -0.25 4.58
H: -6.64 -0.42 2.92
H: -5.41 2.81 4.23
H: -6.93 2.04 3.70
H: -6.51 2.06 5.43
H: -3.63 2.57 4.94
H: -1.22 2.39 4.59
H: 0.33 2.28 3.17
H: 2.84 0.48 3.02
H: 4.88 1.35 3.64
H: 6.34 3.26 4.29
H: 5.40 5.57 4.41
H: 2.96 5.93 4.03
H: 1.47 4.00 3.52
H: 1.94 -0.97 1.96
H: 2.97 -3.17 2.18
H: 2.19 -5.18 6.17
H: 1.56 -6.54 5.21
H: 3.31 -6.33 5.40
H: 2.84 -5.06 2.03
H: 4.16 -5.62 3.09
H: 2.72 -6.63 2.85
H: 0.81 -3.81 5.91
H: -0.16 -1.58 5.70
H: -1.69 -1.78 3.55
H: -4.11 -1.54 3.60
C: 4.67 2.30 -1.79
S: 4.40 1.92 -0.01
C: 4.64 3.61 0.60
C: 2.71 1.70 0.12
C: 1.99 0.88 -0.78
C: 0.59 1.13 -1.03
C: -0.12 0.37 -1.93
C: 0.51 -0.72 -2.57
N: -0.27 -1.62 -3.35
O: 0.28 -2.63 -3.84
O: -1.49 -1.36 -3.52
C: 1.88 -0.99 -2.36
C: 2.61 -0.20 -1.49
H: 4.35 1.46 -2.41
H: 4.11 3.21 -2.05
H: 5.75 2.47 -1.91
H: 3.98 3.77 1.45
H: 5.68 3.67 0.92
H: 4.42 4.32 -0.21
H: 2.19 2.35 0.82
H: 0.11 1.97 -0.52
H: -1.16 0.56 -2.16
H: 2.33 -1.83 -2.88
H: 3.67 -0.42 -1.34